Record 1
{"formula": "C17H16IrN2O11P2", "method": "ωB97M-V/def2-TZVPD", "elements": ["C", "H", "O", "H", "P", "H", "C", "C", "H", "C", "H", "O", "C", "H", "O", "C", "H", "C", "O", "C", "H", "P", "O", "O", "H", "H", "H", "H", "C", "C", "C", "O", "C", "C", "C", "O", "C", "C", "C", "N", "N", "H", "H", "H", "O", "O", "Ir", "O", "H"], "coordinates": [[-3.0949, -0.7200, 1.0595], [2.2451, 1.4453, 1.1532], [0.4357, -1.8479, -3.4731], [-1.2738, 1.1670, -1.7087], [3.0156, -1.5760, -1.3705], [1.6501, 0.4756, 3.3234], [-3.1645, 0.8832, -0.7145], [-3.8372, 0.1666, 0.2798], [4.8614, -2.2206, -0.5186], [-1.7468, -0.8502, 0.8161], [1.1556, 1.0288, -4.7915], [-6.0086, -0.3772, -0.3007], [1.1912, 1.5247, 0.8907], [4.6241, -1.9520, -4.0947], [1.1251, 0.0625, -4.8169], [-1.3980, 1.5670, 4.3102], [-3.6994, 1.5911, -1.3327], [-5.3431, 0.3447, 0.4604], [-1.2540, -2.4141, 2.5207], [-1.8246, 0.6703, -0.9230], [-3.5302, -1.3100, 1.8533], [1.2680, -0.5246, -3.3477], [1.7525, -2.3741, -1.2181], [0.4190, -1.5066, 1.3458], [-2.8305, 2.5280, 3.0360], [3.1996, -1.6886, -5.1234], [-1.3299, 2.5412, 1.0738], [3.7165, 0.6784, -2.2890], [0.2761, 1.5226, 2.0653], [3.5356, -1.9496, -4.1200], [-1.8363, 2.1041, 3.1013], [3.7432, 0.2857, -3.1762], [-0.1377, 0.9792, 4.3866], [3.0307, -0.9449, -3.0975], [-0.8359, -1.6839, 1.6506], [-5.6507, 1.1900, 1.3181], [-0.9954, 2.0946, 2.0025], [-2.2302, 1.6519, 5.4834], [0.6791, 0.9539, 3.2732], [-1.1240, -0.1897, -0.1662], [-2.8883, 1.7602, 6.4200], [3.1782, -2.9484, -3.8705], [0.1934, 0.5508, 5.3232], [0.9813, 2.3195, 0.1738], [3.1619, -0.3498, -0.4835], [4.2969, -2.5246, -1.2433], [0.8817, -0.2354, -0.1441], [0.7896, 0.4797, -2.3362], [0.6271, -2.3784, -2.6605]], "atomic_forces_ev_per_a": [[0.1, 0.0, -0.3], [0.0, 0.2, 0.1], [0.1, -0.1, 0.1], [0.0, 0.1, 0.1], [0.2, -0.3, 0.0], [0.0, 0.0, 0.1], [0.0, -0.2, 0.1], [-0.2, -0.1, 0.0], [0.0, -0.1, -0.1], [-0.4, 0.0, 0.0], [0.0, -0.1, -0.1], [-0.1, 0.1, 0.1], [-1.1, -1.0, -0.4], [0.0, 0.0, 0.0], [0.0, 0.1, 0.1], [-0.1, 0.0, 0.0], [0.0, 0.0, 0.0], [0.2, 0.1, 0.0], [0.2, -0.1, -0.1], [0.0, 0.0, -0.2], [-0.1, 0.0, 0.0], [-0.3, 0.4, -0.2], [-0.2, -0.1, -0.2], [1.2, 0.1, 0.6], [0.0, 0.0, -0.1], [0.0, 0.0, 0.0], [0.0, 0.0, 0.0], [0.0, 0.0, 0.0], [0.2, 0.6, 0.2], [0.0, 0.1, 0.1], [-0.1, 0.0, 0.0], [0.1, -0.1, -0.1], [0.0, 0.0, 0.0], [-0.3, 0.1, 0.4], [-0.1, 0.2, 0.2], [-0.1, -0.1, -0.1], [0.0, 0.1, 0.0], [0.0, 0.0, -0.2], [0.1, -0.1, 0.0], [0.2, 0.8, 0.1], [0.0, 0.0, 0.0], [0.0, 0.0, -0.1], [0.0, 0.0, 0.0], [0.1, 0.3, 0.2], [-0.6, -0.2, 0.3], [0.2, 0.3, 0.2], [-0.2, -1.0, -1.1], [0.7, 0.1, 0.3], [0.0, 0.0, -0.1]], "lowdin_charge": [0.08, 0.06, -0.09, 0.10, 0.31, 0.12, 0.02, -0.08, 0.09, -0.18, 0.10, -0.02, -0.20, 0.09, -0.08, -0.23, 0.13, -0.74, 0.09, -0.11, 0.14, 0.48, -0.34, -0.16, 0.13, 0.08, 0.11, 0.08, -0.30, -0.05, -0.01, -0.05, -0.02, -0.60, -0.57, -0.02, -0.04, -0.19, -0.04, -0.06, 0.14, 0.09, 0.12, 0.07, -0.37, -0.10, 1.30, -0.36, 0.07], "lumo_energy_ev": 1.80, "charge": -1, "gap_ev": 7.35, "homo_ev": -5.546, "e_above_lowest_kj_mol": 0.0}

---

Record 2
{"formula": "C17H16MoN5O5", "method": "ωB97M-V/def2-TZVPD", "elements": ["H", "O", "C", "C", "H", "H", "C", "C", "N", "Mo", "C", "N", "O", "C", "H", "H", "H", "N", "H", "C", "O", "C", "H", "C", "C", "H", "N", "H", "C", "H", "O", "H", "C", "C", "C", "C", "N", "C", "H", "H", "H", "H", "O", "C"], "coordinates": [[-2.3008, 1.0086, -1.3376], [4.6311, -0.0667, 0.2957], [2.9470, 0.7657, -1.2256], [3.4996, 0.2387, 0.0952], [-0.8957, 2.6340, -1.5263], [2.8979, -0.0704, -1.9283], [1.2540, -1.6022, 4.2451], [-3.4971, -0.6452, -3.7313], [1.6268, 1.2937, -0.9280], [0.7049, 0.5435, 0.6601], [0.8451, -1.1725, 2.9911], [-0.1266, 2.6170, 0.4514], [2.5133, 0.1574, 1.0209], [-2.6226, -2.8969, -3.6858], [3.6105, 1.5196, -1.6446], [1.7002, -0.9841, 6.2539], [0.4322, -3.1220, 1.9686], [0.1736, -1.4201, 0.8124], [-0.0196, 4.1018, -1.1010], [-1.9264, -1.3029, -2.0130], [-0.8916, 0.2371, -0.4503], [-0.0373, 3.0207, -0.9799], [1.2123, 1.4101, 5.7709], [-1.8797, -2.5921, -2.5736], [1.2305, 2.4279, -1.5903], [-2.5833, -3.8895, -4.1115], [0.6074, 0.1433, 2.7237], [0.4510, 3.2594, 0.9864], [-3.4299, -1.9148, -4.2648], [-4.0115, -2.1492, -5.1463], [-2.8807, 0.9244, -2.1034], [1.4554, -2.6533, 4.4026], [1.3959, -0.6770, 5.2629], [0.5328, -2.0465, 1.8891], [0.7481, 1.0217, 3.7219], [-2.7561, -0.3236, -2.5997], [-0.5274, -1.9810, -0.1809], [1.1261, 0.6607, 4.9979], [-4.1192, 0.1237, -4.1693], [-1.2367, -3.3245, -2.1064], [-1.0769, 2.7601, 0.7786], [0.5444, 2.0554, 3.4735], [1.7824, 2.9229, -2.5404], [-1.1038, -1.0127, -0.8636]], "atomic_forces_ev_per_a": [[0.1, 0.0, 0.1], [-0.2, -0.1, 0.2], [-0.1, 0.0, 0.1], [0.5, 0.3, -0.8], [0.0, 0.0, 0.0], [0.0, 0.0, 0.0], [-0.1, -0.3, -0.6], [-0.1, 0.1, 0.0], [1.0, -0.2, -0.1], [-0.9, 2.4, -1.0], [0.3, 0.5, 0.9], [0.2, 0.0, -0.2], [0.5, -0.4, 0.3], [0.0, -0.1, 0.0], [0.0, 0.0, 0.0], [0.0, 0.0, 0.0], [0.0, 0.0, 0.1], [0.2, -0.8, 1.0], [0.0, 0.0, 0.0], [-0.2, 0.3, -0.1], [-0.8, -0.2, -0.5], [0.2, 0.0, -0.2], [0.0, 0.0, 0.0], [0.0, 0.0, 0.1], [-0.4, 0.2, 0.2], [0.0, 0.0, 0.0], [0.2, -0.4, 1.8], [0.0, 0.0, 0.1], [0.0, 0.1, 0.0], [0.0, 0.0, 0.0], [-0.2, 0.1, -0.2], [0.0, 0.0, 0.0], [-0.1, 0.6, 0.1], [-0.6, -0.1, -1.1], [-0.1, 0.0, -0.5], [0.2, -0.2, 0.1], [-0.3, -0.5, -0.7], [0.1, -0.4, 0.4], [0.0, 0.0, 0.0], [0.0, 0.0, 0.0], [0.0, -0.1, 0.1], [0.0, 0.0, 0.0], [0.0, -0.1, 0.0], [0.5, -0.6, 0.5]], "lowdin_charge": [0.06, 0.16, -0.09, -0.52, 0.11, 0.14, 0.03, 0.01, -0.15, 1.75, -0.24, -0.06, -0.22, -0.06, 0.14, 0.13, 0.15, -0.16, 0.14, -0.08, -0.24, -0.11, 0.12, -0.01, -0.50, 0.11, -0.08, 0.11, -0.04, 0.12, 0.08, 0.13, 0.00, 0.02, -0.08, -0.24, 0.11, -0.01, 0.13, 0.11, 0.12, 0.12, 0.12, -0.33], "lumo_energy_ev": [-5.56, -5.50], "charge": 1, "gap_ev": [5.89, 5.95], "homo_ev": [-11.449, -11.453]}

---

Record 3
{"formula": "C17H16N2O3", "method": "ωB97M-V/def2-TZVPD", "elements": ["C", "O", "H", "C", "H", "H", "C", "C", "C", "C", "C", "C", "C", "C", "C", "N", "C", "C", "H", "H", "H", "H", "H", "H", "H", "H", "H", "O", "H", "H", "H", "C", "O", "N", "C", "C", "H", "C"], "coordinates": [[1.6976, 3.4642, 3.1683], [-2.0266, -6.1482, -2.4213], [-3.4303, -5.3335, -3.7063], [-0.0549, 2.7804, -0.9355], [1.6107, -1.7710, -0.7064], [2.2586, 3.3129, 4.0794], [-0.0475, -2.7577, -1.3529], [0.2253, 4.8768, 1.8810], [0.6191, -3.9872, -1.2973], [-1.3772, -5.0257, -2.0682], [-0.0426, -5.1375, -1.6556], [0.2549, 3.9081, 0.8897], [1.3211, 0.6597, -0.5606], [0.9973, 2.7188, 1.0212], [0.9569, 4.6473, 3.0320], [0.6532, -1.6039, -0.9855], [0.7753, 1.9991, -0.1990], [0.2169, -0.3105, -0.9854], [-1.9437, -1.8490, -1.8371], [2.3094, 1.5993, 2.3185], [1.8717, 0.2497, 0.2878], [2.0113, 0.7484, -1.4067], [-3.9673, -5.5432, -2.0292], [-3.7340, -6.9806, -3.0719], [-0.4873, 2.6220, -1.9032], [1.9874, 5.9891, 4.3396], [0.5875, 5.2055, 5.0623], [-0.8942, 0.0357, -1.3044], [-0.3536, 5.7775, 1.7502], [0.3588, 6.5149, 3.8975], [1.6509, -4.0290, -0.9746], [0.9702, 5.6514, 4.1451], [-0.3796, 3.9329, -0.3039], [-2.0116, -3.8671, -2.1205], [-1.3725, -2.7618, -1.7739], [1.7299, 2.5013, 2.1865], [0.4298, -6.1052, -1.6289], [-3.3712, -5.9837, -2.8310]], "atomic_forces_ev_per_a": [[0.0, 0.0, 0.1], [0.3, -0.2, 0.1], [0.0, -0.1, 0.1], [0.5, -0.7, 0.1], [-0.2, 0.2, 0.0], [0.1, 0.0, 0.1], [-0.3, -0.4, -0.2], [-0.1, 0.0, -0.3], [-0.3, 0.1, -0.1], [0.1, 0.5, 0.1], [-0.2, 0.0, -0.1], [0.6, -0.6, 0.6], [-0.3, 0.3, -0.1], [-0.3, 0.6, -0.1], [0.0, 0.0, -0.1], [0.4, -0.1, 0.1], [-0.3, 0.2, -0.4], [0.5, -0.1, 0.2], [0.1, 0.1, 0.0], [0.1, -0.1, 0.0], [0.1, 0.0, -0.1], [0.1, -0.1, 0.1], [0.0, 0.0, -0.1], [0.0, 0.0, 0.0], [-0.1, 0.1, -0.1], [0.0, 0.1, 0.1], [0.0, 0.0, 0.1], [-0.2, 0.0, -0.1], [-0.1, 0.1, 0.0], [0.0, 0.1, 0.0], [0.1, 0.0, 0.0], [0.0, 0.0, 0.0], [-0.2, 0.5, 0.0], [-0.1, -0.9, -0.2], [0.3, 0.5, 0.2], [-0.1, 0.0, -0.1], [0.1, -0.1, 0.0], [-0.3, 0.0, -0.1]], "lowdin_charge": [-0.06, -0.07, 0.09, -0.03, 0.14, 0.11, -0.21, 0.04, -0.01, -0.36, 0.01, -0.20, -0.04, -0.12, -0.28, 0.12, -0.15, -0.44, 0.11, 0.11, 0.12, 0.14, 0.09, 0.09, 0.14, 0.08, 0.08, 0.09, 0.12, 0.07, 0.11, -0.06, 0.08, 0.14, -0.06, -0.02, 0.12, -0.08], "lumo_energy_ev": 0.49, "gap_ev": 8.58, "homo_ev": -8.088, "e_above_lowest_kj_mol": 144.6}

---

Copy entry 3 word for word.
{"formula": "C17H16N2O3", "method": "ωB97M-V/def2-TZVPD", "elements": ["C", "O", "H", "C", "H", "H", "C", "C", "C", "C", "C", "C", "C", "C", "C", "N", "C", "C", "H", "H", "H", "H", "H", "H", "H", "H", "H", "O", "H", "H", "H", "C", "O", "N", "C", "C", "H", "C"], "coordinates": [[1.6976, 3.4642, 3.1683], [-2.0266, -6.1482, -2.4213], [-3.4303, -5.3335, -3.7063], [-0.0549, 2.7804, -0.9355], [1.6107, -1.7710, -0.7064], [2.2586, 3.3129, 4.0794], [-0.0475, -2.7577, -1.3529], [0.2253, 4.8768, 1.8810], [0.6191, -3.9872, -1.2973], [-1.3772, -5.0257, -2.0682], [-0.0426, -5.1375, -1.6556], [0.2549, 3.9081, 0.8897], [1.3211, 0.6597, -0.5606], [0.9973, 2.7188, 1.0212], [0.9569, 4.6473, 3.0320], [0.6532, -1.6039, -0.9855], [0.7753, 1.9991, -0.1990], [0.2169, -0.3105, -0.9854], [-1.9437, -1.8490, -1.8371], [2.3094, 1.5993, 2.3185], [1.8717, 0.2497, 0.2878], [2.0113, 0.7484, -1.4067], [-3.9673, -5.5432, -2.0292], [-3.7340, -6.9806, -3.0719], [-0.4873, 2.6220, -1.9032], [1.9874, 5.9891, 4.3396], [0.5875, 5.2055, 5.0623], [-0.8942, 0.0357, -1.3044], [-0.3536, 5.7775, 1.7502], [0.3588, 6.5149, 3.8975], [1.6509, -4.0290, -0.9746], [0.9702, 5.6514, 4.1451], [-0.3796, 3.9329, -0.3039], [-2.0116, -3.8671, -2.1205], [-1.3725, -2.7618, -1.7739], [1.7299, 2.5013, 2.1865], [0.4298, -6.1052, -1.6289], [-3.3712, -5.9837, -2.8310]], "atomic_forces_ev_per_a": [[0.0, 0.0, 0.1], [0.3, -0.2, 0.1], [0.0, -0.1, 0.1], [0.5, -0.7, 0.1], [-0.2, 0.2, 0.0], [0.1, 0.0, 0.1], [-0.3, -0.4, -0.2], [-0.1, 0.0, -0.3], [-0.3, 0.1, -0.1], [0.1, 0.5, 0.1], [-0.2, 0.0, -0.1], [0.6, -0.6, 0.6], [-0.3, 0.3, -0.1], [-0.3, 0.6, -0.1], [0.0, 0.0, -0.1], [0.4, -0.1, 0.1], [-0.3, 0.2, -0.4], [0.5, -0.1, 0.2], [0.1, 0.1, 0.0], [0.1, -0.1, 0.0], [0.1, 0.0, -0.1], [0.1, -0.1, 0.1], [0.0, 0.0, -0.1], [0.0, 0.0, 0.0], [-0.1, 0.1, -0.1], [0.0, 0.1, 0.1], [0.0, 0.0, 0.1], [-0.2, 0.0, -0.1], [-0.1, 0.1, 0.0], [0.0, 0.1, 0.0], [0.1, 0.0, 0.0], [0.0, 0.0, 0.0], [-0.2, 0.5, 0.0], [-0.1, -0.9, -0.2], [0.3, 0.5, 0.2], [-0.1, 0.0, -0.1], [0.1, -0.1, 0.0], [-0.3, 0.0, -0.1]], "lowdin_charge": [-0.06, -0.07, 0.09, -0.03, 0.14, 0.11, -0.21, 0.04, -0.01, -0.36, 0.01, -0.20, -0.04, -0.12, -0.28, 0.12, -0.15, -0.44, 0.11, 0.11, 0.12, 0.14, 0.09, 0.09, 0.14, 0.08, 0.08, 0.09, 0.12, 0.07, 0.11, -0.06, 0.08, 0.14, -0.06, -0.02, 0.12, -0.08], "lumo_energy_ev": 0.49, "gap_ev": 8.58, "homo_ev": -8.088, "e_above_lowest_kj_mol": 144.6}